Here is C3H6O2 in the gas phase at a distorted geometry from the Open Molecules 2025 dataset. Energies are from ωB97M-V/def2-TZVPD.

As for the orbital gap: 11.2 eV. The molar mass comes out at 74.08 Da. The calculation puts the energy relative to the best compared isomer or geometry (same formula, charge and spin) at 145.04 kJ/mol. For the LUMO energy, the calculation gives 0.93 eV.

Atoms and positions in Å:
C (1.864, 0.036, 0.010)
O (0.544, -0.327, -0.114)
C (-0.595, 0.461, -0.140)
C (-1.761, -0.377, -0.021)
O (-0.388, 1.622, -0.040)
H (1.790, 0.599, 0.862)
H (2.402, -0.946, 0.067)
H (2.287, 0.747, -0.770)
H (-2.740, 0.210, 0.115)
H (-1.718, -1.158, -0.821)
H (-1.686, -0.867, 0.853)